C4H7NO | the ωB97M-V functional and the def2-TZVPD basis

Frontier orbital gap (eV): 9.2
Energy (eV): -7793.6666
Max |F| (Eh/bohr): 0.072
Energy above the lowest of the compared OMol25 structures with the same formula, charge and spin (kcal/mol): 137.9
SMILES string: C=C=CC[NH2+][O-]
LUMO (eV): 0.5
E_HOMO (eV): -8.691

Geometry as ORCA input:
```
! wB97M-V def2-TZVPD RIJCOSX def2/J DEFGRID3
* xyz 0 1
C -2.580 0.962 -0.239
C -1.475 0.414 0.146
C -0.502 -0.390 0.501
C 0.605 -0.598 -0.455
N 1.865 0.150 0.012
O 1.699 1.447 0.273
H -3.140 0.392 -1.057
H -2.831 2.034 -0.206
H -0.274 -0.746 1.496
H 0.355 -0.210 -1.408
H 0.703 -1.573 -0.707
H 2.623 -0.052 -0.813
H 2.153 -0.491 0.830
*
```

***

C3H3F2I | the ωB97M-V functional and the def2-TZVPD basis

Frontier orbital gap (spin up / spin down) (eV): 8.1 / 8.0
Energy (eV): -16689.5536
Max |F| (Eh/bohr): 0.085
Energy above the lowest of the compared OMol25 structures with the same formula, charge and spin (kcal/mol): 113.1
LUMO (spin up / spin down) (eV): -2.1 / -2.2
E_HOMO (spin up / spin down) (eV): -10.261 / -10.180

Geometry as ORCA input:
```
! wB97M-V def2-TZVPD RIJCOSX def2/J DEFGRID3
* xyz 0 1
C -0.534 -0.697 0.337
C 0.624 -0.238 -0.486
C -0.015 0.668 0.430
F -1.775 1.602 -1.011
F 0.224 1.531 1.358
I 2.573 -0.825 0.044
H -1.384 -0.657 -0.193
H -0.216 -1.298 1.186
H 0.504 -0.087 -1.665
*
```

***

C4H12 | the ωB97M-V functional and the def2-TZVPD basis

Frontier orbital gap (spin up / spin down) (eV): 2.8 / 11.6
Energy (eV): -4339.5562
Max |F| (Eh/bohr): 0.094
Energy above the lowest of the compared OMol25 structures with the same formula, charge and spin (kcal/mol): 34.1
LUMO (spin up / spin down) (eV): 4.3 / 4.4
E_HOMO (spin up / spin down) (eV): 1.530 / -7.267

Geometry as ORCA input:
```
! wB97M-V def2-TZVPD RIJCOSX def2/J DEFGRID3
* xyz -1 2
C -0.132 1.753 0.411
C 0.130 1.584 1.913
H -1.181 1.377 0.298
H -0.496 2.749 0.304
H 0.590 1.341 -0.302
H -0.132 0.548 2.217
H -0.290 2.372 2.366
H 1.172 1.619 2.162
C -0.183 -1.319 -0.525
C 0.263 -2.112 -1.797
H 0.617 -1.340 0.395
H -0.363 -0.313 -0.879
H -1.167 -1.677 -0.140
H -0.234 -1.443 -2.583
H 1.326 -1.986 -2.022
H 0.080 -3.153 -1.819
*
```

***

CH6N | the ωB97M-V functional and the def2-TZVPD basis

Frontier orbital gap (eV): 11.9
Energy (eV): -2614.1561
Max |F| (Eh/bohr): 0.110
Energy above the lowest of the compared OMol25 structures with the same formula, charge and spin (kcal/mol): 75.4
LUMO (eV): -4.7
E_HOMO (eV): -16.621

Geometry as ORCA input:
```
! wB97M-V def2-TZVPD RIJCOSX def2/J DEFGRID3
* xyz 1 1
C 0.162 -0.534 -0.478
N -0.187 0.353 0.636
H 0.869 -1.447 -0.369
H -0.740 -0.983 -1.041
H 0.675 0.610 -1.656
H -0.163 -0.101 1.548
H -1.021 0.946 0.504
H 0.406 1.156 0.855
*
```

***

C2HLuO2 | the ωB97M-V functional and the def2-TZVPD basis

Frontier orbital gap (eV): 7.6
Energy (eV): -39777.1531
Max |F| (Eh/bohr): 0.087
Energy above the lowest of the compared OMol25 structures with the same formula, charge and spin (kcal/mol): 153.4
LUMO (eV): -12.4
E_HOMO (eV): -19.967

Geometry as ORCA input:
```
! wB97M-V def2-TZVPD RIJCOSX def2/J DEFGRID3
* xyz 2 1
H -1.786 -0.891 -2.668
C -1.349 -0.116 -2.050
C -1.324 0.880 -1.249
O 0.764 -0.870 -0.665
O 0.320 -0.087 -1.689
Lu -0.063 0.821 0.783
*
```

***

C25H35BF4N7O4S2V | the ωB97M-V functional and the def2-TZVPD basis

Frontier orbital gap (spin up / spin down) (eV): 6.9 / 7.6
Energy (eV): -104020.6075
Max |F| (Eh/bohr): 0.064
LUMO (spin up / spin down) (eV): 2.2 / 2.2
E_HOMO (spin up / spin down) (eV): -4.726 / -5.443

Geometry as ORCA input:
```
! wB97M-V def2-TZVPD RIJCOSX def2/J DEFGRID3
* xyz -1 4
V 9.540 11.248 11.496
C 8.359 6.079 10.447
C 9.323 6.328 9.290
N 9.057 7.326 8.281
C 8.012 6.952 7.284
C 8.089 7.795 5.990
C 8.836 8.645 8.865
C 10.079 9.530 8.941
N 9.646 10.790 9.449
C 9.063 11.713 8.665
C 8.665 12.948 9.200
F 8.880 13.153 10.565
C 8.108 13.993 8.470
F 7.613 15.095 9.137
C 7.938 13.919 7.142
C 8.337 12.723 6.524
F 8.165 12.572 5.164
C 8.904 11.682 7.235
F 9.372 10.623 6.533
H 8.654 5.325 11.078
H 7.309 5.824 10.209
H 8.357 6.992 11.045
H 9.558 5.408 8.739
H 10.255 6.627 9.823
H 7.005 7.169 7.721
H 8.297 5.923 7.162
H 7.783 8.795 6.264
H 7.345 7.384 5.288
H 9.071 7.898 5.501
H 8.399 8.644 9.834
H 8.177 9.173 8.211
H 10.512 9.554 7.980
H 10.828 8.984 9.563
H 7.357 14.708 6.575
O 10.601 8.168 15.907
C 11.244 7.492 14.946
C 11.995 6.362 15.288
C 12.584 5.617 14.306
C 12.508 5.902 12.979
C 11.857 7.069 12.666
C 11.320 7.924 13.623
C 10.557 9.215 13.181
O 10.426 9.448 11.960
N 10.185 10.048 14.157
N 9.632 11.244 13.717
C 8.982 11.859 14.600
S 8.552 11.128 16.204
C 6.967 12.046 16.359
C 6.682 12.681 15.014
S 8.229 13.359 14.358
H 10.250 9.023 15.536
H 12.168 6.086 16.278
H 13.170 4.814 14.742
H 12.800 5.177 12.263
H 11.807 7.525 11.642
H 6.905 12.819 17.175
H 6.188 11.295 16.545
H 6.028 13.544 15.138
H 6.276 11.957 14.279
C 12.723 11.504 11.349
O 11.543 12.116 10.815
H 13.102 10.694 10.723
H 12.542 11.033 12.297
H 13.546 12.232 11.421
H 11.304 11.617 10.003
N 11.082 14.965 12.655
C 11.455 15.668 11.538
N 10.391 15.962 10.676
O 12.614 15.956 11.261
H 10.148 15.184 13.042
H 11.778 14.955 13.406
H 9.673 15.271 10.719
H 10.640 16.225 9.734
B 5.644 9.535 13.692
C 6.703 10.228 12.731
N 7.490 10.654 11.952
H 5.328 8.586 13.074
H 4.716 10.336 13.666
H 6.077 9.529 14.801
*
```

***

C24H43N5O6V | the ωB97M-V functional and the def2-TZVPD basis

Frontier orbital gap (spin up / spin down) (eV): 6.2 / 7.2
Energy (eV): -71003.7875
Max |F| (Eh/bohr): 0.052
LUMO (spin up / spin down) (eV): -5.0 / -4.0
E_HOMO (spin up / spin down) (eV): -11.204 / -11.208

Geometry as ORCA input:
```
! wB97M-V def2-TZVPD RIJCOSX def2/J DEFGRID3
* xyz 1 3
V 0.896 1.002 1.547
C -3.603 1.852 -0.523
C -2.154 2.105 -0.069
C -1.140 2.237 -1.235
C -0.969 1.183 -2.417
C -2.309 0.714 -3.014
C -0.199 1.877 -3.552
N -0.160 -0.004 -1.963
C 0.417 -0.895 -2.987
C 1.727 -1.669 -2.612
N 2.075 -1.897 -1.196
C 3.210 -1.093 -0.801
C 3.016 0.487 -0.775
O 3.966 1.187 -1.118
O 1.789 0.858 -0.424
C 1.556 -2.927 -0.314
C 2.564 -4.050 0.015
C 0.129 -3.479 -0.666
C -1.023 -3.058 0.280
C -2.297 -3.796 -0.185
C -0.718 -3.605 1.683
N -1.194 -1.592 0.257
C -2.507 -1.052 0.630
C -2.488 0.183 1.515
N -1.633 1.382 1.127
C -1.693 2.315 2.297
C -1.108 1.590 3.637
O -1.704 1.695 4.697
O -0.009 0.931 3.407
H -3.828 2.588 -1.300
H -4.217 2.127 0.374
H -3.855 0.816 -0.892
H -2.220 3.141 0.273
H -0.124 2.426 -0.826
H -1.435 3.161 -1.724
H -3.035 1.548 -3.107
H -2.815 -0.066 -2.413
H -2.154 0.301 -4.023
H -0.708 2.812 -3.770
H -0.235 1.254 -4.467
H 0.882 2.108 -3.317
H -0.647 -0.638 -1.234
H 0.655 0.406 -1.377
H 0.675 -0.342 -3.894
H -0.316 -1.656 -3.279
H 2.630 -1.166 -3.014
H 1.684 -2.625 -3.192
H 4.132 -1.288 -1.386
H 3.525 -1.369 0.215
H 1.433 -2.371 0.654
H 3.325 -4.208 -0.755
H 2.038 -5.041 0.142
H 3.066 -3.795 0.979
H 0.213 -4.562 -0.699
H -0.134 -3.236 -1.703
H -2.063 -4.891 -0.150
H -2.549 -3.566 -1.243
H -3.177 -3.581 0.477
H -0.300 -4.626 1.560
H -1.650 -3.663 2.248
H 0.031 -3.003 2.239
H -0.490 -1.150 0.852
H -3.083 -1.800 1.222
H -3.122 -0.933 -0.271
H -2.152 -0.142 2.516
H -3.541 0.491 1.683
H -2.675 2.710 2.462
H -0.996 3.136 2.040
O 0.909 4.786 1.771
C 1.758 4.089 2.297
C 3.114 4.464 2.980
C 3.890 3.141 3.173
C 2.864 2.085 2.716
O 2.854 0.806 2.593
N 1.724 2.696 2.268
H 2.933 5.026 3.952
H 3.657 5.199 2.361
H 4.278 2.905 4.197
H 4.815 3.017 2.551
*
```

***

C3H10N2O2 | the ωB97M-V functional and the def2-TZVPD basis

Frontier orbital gap (eV): 10.5
Energy (eV): -10348.6648
Max |F| (Eh/bohr): 0.015
Energy above the lowest of the compared OMol25 structures with the same formula, charge and spin (kcal/mol): 19.0
SMILES string: CC(N)(N)C(O)O
LUMO (eV): 0.9
E_HOMO (eV): -9.577

Geometry as ORCA input:
```
! wB97M-V def2-TZVPD RIJCOSX def2/J DEFGRID3
* xyz 0 1
C 0.211 1.466 -0.178
C 0.390 -0.036 0.066
N 0.742 -0.244 1.463
N 1.366 -0.660 -0.818
C -0.956 -0.771 -0.142
O -1.486 -0.438 -1.388
O -1.868 -0.434 0.857
H -0.540 1.865 0.499
H -0.115 1.628 -1.202
H 1.152 1.986 -0.010
H 1.573 0.289 1.696
H 0.963 -1.225 1.607
H 0.949 -0.820 -1.727
H 2.171 -0.054 -0.945
H -0.756 -1.864 -0.109
H -2.445 -0.501 -1.307
H -1.351 -0.186 1.638
*
```

***

C43H54N5O11P2SW | the ωB97M-V functional and the def2-TZVPD basis

Frontier orbital gap (spin up / spin down) (eV): 5.3 / 7.1
Energy (eV): -106681.7190
Max |F| (Eh/bohr): 0.075
Energy above the lowest of the compared OMol25 structures with the same formula, charge and spin (kcal/mol): 61.0
LUMO (spin up / spin down) (eV): -2.9 / -3.1
E_HOMO (spin up / spin down) (eV): -8.187 / -10.277

Geometry as ORCA input:
```
! wB97M-V def2-TZVPD RIJCOSX def2/J DEFGRID3
* xyz 1 3
W 0.831 0.307 0.012
C 4.998 -0.468 -1.383
C 3.542 -0.118 -1.380
N 2.724 -0.507 -0.372
N 3.379 -0.944 0.761
C 2.614 -0.895 1.811
O 1.350 -0.521 1.666
C 3.141 -1.247 3.126
C 4.427 -1.777 3.262
C 4.899 -2.128 4.510
C 4.104 -1.942 5.633
C 2.841 -1.385 5.508
C 2.357 -1.038 4.262
C 2.943 0.693 -2.361
C 3.612 1.073 -3.554
C 2.981 1.841 -4.491
C 1.655 2.245 -4.237
C 1.066 1.875 -3.050
N 1.643 1.117 -2.101
H 5.241 -0.938 -0.434
H 5.611 0.424 -1.503
H 5.233 -1.157 -2.193
H 5.030 -1.902 2.379
H 5.890 -2.544 4.615
H 4.469 -2.234 6.605
H 2.233 -1.222 6.385
H 1.372 -0.611 4.144
H 4.623 0.734 -3.707
H 3.475 2.129 -5.407
H 1.116 2.845 -4.951
H 0.057 2.214 -2.842
C -1.895 0.529 3.311
C -0.838 1.517 3.010
N -0.003 1.504 1.977
C 0.845 2.597 2.159
C 0.471 3.282 3.313
N -0.590 2.567 3.810
C 0.919 4.506 3.986
O 1.988 5.114 3.503
O 0.289 4.914 4.939
C 1.946 2.783 1.248
O 2.720 3.743 1.293
O 2.025 1.781 0.373
H -1.565 -0.472 3.032
H -2.804 0.753 2.755
H -2.132 0.554 4.373
H -1.071 2.842 4.653
H 2.375 4.693 2.689
C 1.872 -1.970 -3.815
P 0.198 -1.667 -3.155
C -0.700 -0.708 -4.422
C -0.600 -3.303 -3.037
O 0.209 -0.938 -1.821
H 1.797 -2.648 -4.661
H 2.488 -2.426 -3.044
H 2.348 -1.051 -4.142
H -0.749 -1.298 -5.330
H -0.174 0.220 -4.626
H -1.707 -0.477 -4.087
H 0.147 -4.089 -3.116
H -1.317 -3.436 -3.842
H -1.097 -3.372 -2.074
O -0.476 1.741 -0.629
S -2.011 1.740 -0.980
C -2.160 3.185 -2.046
C -3.008 3.113 -3.151
C -3.235 4.242 -3.915
C -2.641 5.450 -3.573
C -1.781 5.513 -2.487
C -1.534 4.387 -1.727
C -2.814 2.436 0.464
C -4.114 2.002 0.726
C -4.837 2.573 1.755
C -4.267 3.570 2.540
C -2.969 3.993 2.286
C -2.246 3.440 1.243
H -3.487 2.176 -3.395
H -3.883 4.191 -4.777
H -2.848 6.341 -4.145
H -1.299 6.442 -2.226
H -0.845 4.434 -0.901
H -4.543 1.226 0.113
H -5.847 2.249 1.951
H -4.833 4.013 3.343
H -2.524 4.761 2.900
H -1.234 3.762 1.058
C 0.200 -4.972 0.110
C 1.117 -3.852 0.596
C 1.290 -3.980 2.106
C 2.470 -3.923 -0.115
O 0.566 -2.530 0.219
P -0.865 -2.022 0.782
O -1.128 -2.296 2.195
O -0.905 -0.530 0.358
O -1.845 -2.797 -0.233
C -3.228 -2.450 -0.440
C -3.970 -3.756 -0.728
C -3.822 -1.776 0.789
C -3.304 -1.507 -1.649
H 0.590 -5.924 0.464
H 0.151 -5.006 -0.973
H -0.800 -4.833 0.508
H 1.777 -4.926 2.330
H 0.325 -3.953 2.602
H 1.901 -3.176 2.501
H 2.903 -4.910 0.024
H 3.154 -3.179 0.286
H 2.334 -3.742 -1.179
H -3.962 -4.401 0.145
H -3.509 -4.289 -1.555
H -5.000 -3.532 -0.990
H -3.661 -2.398 1.664
H -4.889 -1.630 0.644
H -3.340 -0.817 0.954
H -3.199 -2.065 -2.576
H -2.500 -0.776 -1.575
H -4.261 -0.992 -1.660
*
```

***

BrMg | the ωB97M-V functional and the def2-TZVPD basis

Frontier orbital gap (spin up / spin down) (eV): 7.4 / 8.7
Energy (eV): -75487.7451
Max |F| (Eh/bohr): 0.009
Energy above the lowest of the compared OMol25 structures with the same formula, charge and spin (kcal/mol): 0.2
LUMO (spin up / spin down) (eV): 0.1 / -1.4
E_HOMO (spin up / spin down) (eV): -7.273 / -10.109

Geometry as ORCA input:
```
! wB97M-V def2-TZVPD RIJCOSX def2/J DEFGRID3
* xyz 0 2
Mg 0.291 -0.761 -0.831
Br -0.291 0.761 0.831
*
```

***

C18H39IrNOP2Si | the ωB97M-V functional and the def2-TZVPD basis

Frontier orbital gap (spin up / spin down) (eV): 2.9 / 5.7
Energy (eV): -52123.4576
Max |F| (Eh/bohr): 0.072
Energy above the lowest of the compared OMol25 structures with the same formula, charge and spin (kcal/mol): 38.7
LUMO (spin up / spin down) (eV): 0.3 / -1.5
E_HOMO (spin up / spin down) (eV): -2.634 / -7.178

Geometry as ORCA input:
```
! wB97M-V def2-TZVPD RIJCOSX def2/J DEFGRID3
* xyz 0 6
Ir 0.387 -0.264 0.295
P -1.531 -1.508 0.952
P 1.838 1.346 -0.759
N -0.024 -0.687 -1.456
H 0.338 -1.533 1.419
C -2.974 -0.755 0.190
H -3.814 -1.050 0.830
H -3.105 -1.242 -0.785
H -2.863 0.338 0.075
C -1.800 -1.536 2.766
H -2.679 -2.176 2.943
H -1.999 -0.516 3.128
H -0.936 -1.940 3.315
C -1.384 -3.258 0.408
H -2.248 -3.806 0.810
H -0.464 -3.738 0.772
H -1.392 -3.323 -0.689
C 0.853 2.592 -1.711
H 1.449 2.970 -2.557
H 0.581 3.447 -1.070
H -0.037 2.070 -2.088
C 3.008 2.369 0.186
H 3.756 2.760 -0.515
H 3.487 1.795 0.984
H 2.463 3.207 0.629
C 2.828 0.575 -2.131
H 3.190 1.389 -2.777
H 2.179 -0.089 -2.720
H 3.673 0.000 -1.730
C 0.013 -1.583 -2.431
C -0.892 -2.506 -4.521
C -0.944 -1.572 -3.492
C 0.998 -2.634 -2.432
C 1.039 -3.571 -3.473
C 0.103 -3.506 -4.518
H -1.613 -2.466 -5.327
H -1.696 -0.791 -3.436
H 1.702 -2.679 -1.594
H 1.796 -4.346 -3.471
H 0.158 -4.241 -5.328
C -1.160 2.535 1.371
O -0.948 1.728 0.404
C -2.351 2.251 2.259
H -1.900 2.033 3.254
H -2.831 1.333 1.875
H -3.101 3.036 2.344
C 0.002 3.284 1.948
H 0.414 4.062 1.305
H 0.816 2.553 2.043
H -0.251 3.699 2.930
C 3.752 -1.082 0.696
Si 2.077 -1.038 1.647
C 1.749 -2.938 1.995
C 2.285 -0.161 3.294
H 3.664 -1.612 -0.267
H 4.453 -1.648 1.343
H 4.152 -0.072 0.506
H 2.593 -3.312 2.570
H 0.816 -3.070 2.567
H 1.629 -3.506 1.063
H 2.907 -0.762 3.984
H 2.813 0.795 3.158
H 1.306 0.017 3.763
*
```

***

Q: Among the records above, which one has the highest energy?
A: CH6N

***

Q: Which value of max |F| does entry 1 give?
A: 0.072 Eh/bohr